Density functional theory data (ωB97M-V with the def2-TZVPD basis set) for a molecular structure, C25H22N9O4RuS4.

Atoms and positions in Å:
Ru -0.84491 -0.78694 0.62055
C -2.67118 -4.65827 1.18941
C -2.40277 -3.21318 0.92555
N -1.20050 -2.69868 1.24690
N -0.33868 -3.43700 1.92874
C 0.79201 -2.89351 2.24788
N 1.75121 -3.62334 2.87093
S 1.18398 -1.21285 1.86997
C -3.31686 -2.29003 0.38285
C -4.63995 -2.59013 -0.03134
C -5.48595 -1.58469 -0.40742
C -5.03524 -0.25398 -0.35757
C -3.72230 -0.01398 -0.01184
N -2.87115 -0.98346 0.30072
H -1.75762 -5.22505 1.02193
H -3.45200 -5.04226 0.54393
H -2.97678 -4.79170 2.22734
H 1.47487 -4.48711 3.30830
H 2.51256 -3.11378 3.28388
H -4.95819 -3.61909 -0.03795
H -6.49265 -1.79019 -0.73783
H -5.68913 0.56801 -0.60050
H -3.35483 1.00422 0.01924
N 3.68254 4.67205 2.76834
C 2.47458 4.03270 2.64773
C 1.38660 4.69751 2.06937
C 0.18049 4.05423 1.91738
C 0.04693 2.75504 2.37133
C 1.09161 2.09480 2.99352
C 2.30100 2.73542 3.14227
S -1.37287 1.85526 1.85239
O -1.58355 0.66411 2.66163
O -2.50878 2.71235 1.65929
N -0.87734 1.19167 0.43808
C -1.07585 1.70941 -0.77622
N -1.32088 0.78074 -1.72251
C -1.42216 1.20239 -2.96340
C -1.34436 2.54934 -3.29414
C -1.19616 3.42800 -2.23114
N -1.05886 3.02257 -0.98511
H 3.84035 5.45763 2.15908
H 4.48409 4.08366 2.92371
H 1.51474 5.70621 1.70805
H -0.66365 4.52276 1.43916
H 0.94190 1.08629 3.34376
H 3.13132 2.22375 3.60516
H -1.59532 0.43541 -3.70944
H -1.40148 2.89257 -4.31275
H -1.17406 4.50110 -2.37678
O 2.73786 1.09121 -0.03618
S 2.08796 0.67080 -1.24384
O 1.56972 1.71252 -2.08754
N 0.89638 -0.43697 -0.93707
C 1.07183 -1.54433 -1.61953
S -0.14585 -2.70745 -1.57661
C 2.32538 -1.64400 -2.33579
C 2.82004 -2.72369 -3.06091
C 4.06465 -2.60378 -3.65212
C 4.81276 -1.43995 -3.51967
C 4.31339 -0.35125 -2.80784
C 3.07697 -0.47242 -2.22378
H 2.24158 -3.63165 -3.13448
H 4.46514 -3.42670 -4.22699
H 5.79744 -1.38484 -3.95952
H 4.87997 0.56253 -2.71056

Properties
- Total charge: 0
- Max |F|: 3.772 eV/Å
- Multiplicity: 2
- ΔE to the lowest compared entry with this formula, charge and spin: 0.0 kJ/mol
- Orbital gap (spin up / spin down): 6.06 / 6.26 eV
- <S²>: 1.043
- HOMO energy (spin up / spin down): -0.28153 / -0.28152 Eh


Density functional theory data (ωB97M-V with the def2-TZVPD basis set) for a single C25H23F3O4S molecule.

Atoms and positions in Å:
C -5.04283 -3.74911 2.23385
O -4.07532 -3.48214 3.27455
C -2.76971 -3.39589 2.90374
C -1.82095 -3.30213 3.95677
C -0.48108 -3.33809 3.65897
C -0.02183 -3.40839 2.31984
C 1.40195 -3.37078 2.08393
C 2.00854 -3.22366 0.87838
C 3.51303 -3.12648 0.63257
C 3.82090 -2.92051 -0.89271
C 5.01689 -2.34490 -1.33925
C 5.26699 -2.07221 -2.67084
C 4.26864 -2.29383 -3.64572
O 4.58860 -1.97412 -4.92880
C 3.62976 -2.13479 -5.99225
C 3.03831 -2.84203 -3.21769
C 2.87355 -3.22661 -1.88564
C 4.25774 -4.22036 1.28047
C 3.96872 -4.52565 2.75144
C 3.39568 -5.74669 3.12434
C 3.06572 -5.98272 4.46126
C 3.29445 -4.99274 5.42230
C 3.90668 -3.78405 5.05879
C 4.26177 -3.55690 3.72827
S 6.20076 -4.00585 1.40370
O 6.72308 -4.62424 2.59637
O 6.53187 -2.62087 1.12937
C 6.87045 -5.15612 0.04113
F 8.15740 -4.85555 -0.18251
F 6.18358 -5.02760 -1.11972
F 6.77021 -6.43520 0.44920
C -0.97358 -3.47521 1.27828
C -2.33476 -3.44674 1.55182
H -5.98730 -3.84541 2.76863
H -5.08712 -2.91039 1.52407
H -4.80697 -4.68245 1.69997
H -2.18885 -3.23710 4.97997
H 0.25311 -3.31504 4.46872
H 1.99767 -3.35571 2.99731
H 1.35440 -2.94038 0.04928
H 3.83970 -2.19346 1.13518
H 5.79580 -2.06915 -0.63940
H 6.22129 -1.64207 -2.98763
H 4.20090 -1.89292 -6.88970
H 3.25472 -3.16531 -6.05195
H 2.79042 -1.43424 -5.88432
H 2.21999 -2.95840 -3.93267
H 1.95494 -3.75221 -1.61853
H 4.25208 -5.12569 0.65113
H 3.22715 -6.50612 2.35472
H 2.61297 -6.93776 4.74223
H 3.02509 -5.16728 6.46275
H 4.10910 -3.00778 5.80030
H 4.74691 -2.61503 3.44575
H -0.64315 -3.56451 0.24591
H -3.06371 -3.49323 0.73664

Properties
- Total charge: 0
- Max |F|: 3.540 eV/Å
- Orbital gap: 8.36 eV
- HOMO energy: -0.28836 Eh


Density functional theory data (ωB97M-V with the def2-TZVPD basis set) for a molecular structure, C25H23F7FeN6O9S2.

Atoms and positions in Å:
Fe -3.56000 -1.02463 0.39091
O -3.96613 -2.28694 -0.81121
N -4.41230 -2.04746 -2.01269
N -4.56040 -0.79690 -2.29559
O -4.27412 0.13752 -1.44154
C -4.97222 -0.45557 -3.58806
C -5.70572 -1.36983 -4.34833
C -6.03786 -1.05301 -5.64831
C -5.63536 0.15476 -6.20389
C -4.93352 1.07436 -5.43453
C -4.61326 0.78372 -4.12290
H -5.99240 -2.30844 -3.90350
H -6.60852 -1.75343 -6.24009
H -5.86485 0.37627 -7.23521
H -4.62355 2.01412 -5.86641
H -4.06166 1.47766 -3.50938
F -0.65856 -2.53971 3.79583
C -0.80609 -3.75253 3.25453
F 0.28740 -3.98384 2.51778
F -0.81095 -4.63853 4.25061
S -2.33669 -3.81642 2.13012
O -2.27358 -2.49578 1.55903
O -2.08484 -4.93401 1.28743
N -3.51914 -4.04697 3.13133
S -4.64505 -2.95602 3.26749
O -5.82280 -3.48627 3.86655
O -4.83564 -2.11624 2.11383
C -3.89609 -1.84283 4.61048
F -4.79111 -1.13362 5.29631
F -3.24655 -2.61319 5.49415
F -3.01096 -0.98587 4.10171
F 3.07408 -1.86708 -1.52933
C 2.56726 -0.78658 -0.86203
C 1.21535 -0.79547 -0.60408
C 0.59558 0.29625 0.03469
C -0.83304 0.30390 0.22404
O -1.56279 -0.56827 -0.33674
C -1.32148 1.37963 1.04332
C -0.49689 2.39317 1.42141
N 0.83239 2.43688 1.11059
C 1.58839 3.62237 1.34458
C 2.62099 3.66176 2.43798
C 1.36329 4.46171 2.56059
C 1.41517 1.36609 0.45739
C 2.78330 1.32731 0.22341
C 3.39568 0.25107 -0.46220
N 4.81846 0.29384 -0.62714
C 5.45821 -0.87567 -1.20467
C 6.98239 -0.68747 -1.08749
N 7.19354 0.34908 -0.04883
C 6.78932 1.67998 -0.56908
C 5.39340 1.49780 -1.20467
C -2.72712 1.44765 1.56821
O -3.13222 2.47578 2.08360
O -3.41712 0.35695 1.48901
H 0.61539 -1.64305 -0.88352
H -0.90822 3.21384 1.98831
H 1.82452 4.14487 0.41951
H 3.55149 4.17695 2.24948
H 2.71367 2.78629 3.06179
H 1.42024 5.53195 2.43757
H 0.64008 4.13972 3.29109
H 3.40844 2.12556 0.58373
H 5.18999 -1.03477 -2.25747
H 5.14364 -1.75195 -0.63866
H 7.42701 -0.34103 -2.02132
H 7.47270 -1.61595 -0.79546
H 8.14700 0.35377 0.32089
H 6.50278 0.12897 0.68927
H 7.52142 2.02619 -1.29936
H 6.76258 2.38420 0.26395
H 5.48195 1.41952 -2.29760
H 4.76172 2.35388 -0.98119

Properties
- Total charge: 0
- Max |F|: 3.791 eV/Å
- Multiplicity: 5
- Orbital gap (spin up / spin down): 4.98 / 4.22 eV
- <S²>: 6.023
- HOMO energy (spin up / spin down): -0.25588 / -0.22818 Eh


Density functional theory data (ωB97M-V with the def2-TZVPD basis set) for a single C25H23FN6OS molecule.

Atoms and positions in Å:
O -1.90546 -4.47166 -1.11567
C -1.49851 -3.35073 -1.35921
C -0.08641 -3.15737 -1.89212
S 1.04142 -2.67214 -0.53370
C 1.58778 -1.13294 -1.12061
N 1.14596 -0.50275 -2.17980
N 1.79173 0.66508 -2.25875
C 2.62265 0.75472 -1.25508
C 3.52062 1.86843 -1.03078
C 4.77460 1.72729 -0.43834
C 5.56453 2.85237 -0.28066
C 5.07877 4.07251 -0.72796
N 3.89776 4.21282 -1.30750
C 3.14232 3.14597 -1.45744
N 2.53569 -0.38457 -0.47969
C 3.16465 -0.67702 0.74686
C 3.86850 -1.86422 0.90081
C 4.48058 -2.13816 2.11059
C 4.39408 -1.23519 3.15703
C 3.68761 -0.05403 2.99857
C 3.06653 0.22921 1.79638
N -2.26151 -2.25357 -1.17777
C -1.89043 -0.86759 -1.34980
C -1.84728 -0.20187 0.03644
N -3.11840 -0.30986 0.71628
C -4.10090 0.65700 0.54028
C -5.24196 0.63694 1.35387
C -6.21746 1.60596 1.25132
C -6.05885 2.62818 0.33359
F -7.01358 3.58158 0.22831
C -4.93983 2.69386 -0.47168
C -3.97174 1.71241 -0.36962
C -3.49426 -1.70266 0.85516
C -3.54500 -2.39226 -0.51816
H 0.00679 -2.40715 -2.67262
H 0.26644 -4.12713 -2.24327
H 5.13412 0.75801 -0.12374
H 6.54110 2.77990 0.17189
H 5.66013 4.97899 -0.62604
H 2.18532 3.29089 -1.93857
H 3.93660 -2.55916 0.07806
H 5.02919 -3.05936 2.23241
H 4.87570 -1.45260 4.09797
H 3.61417 0.64881 3.81429
H 2.50969 1.14529 1.66391
H -0.93328 -0.75497 -1.85618
H -2.66342 -0.38611 -1.95986
H -1.54603 0.84194 -0.04033
H -1.10489 -0.72477 0.65207
H -5.36127 -0.13565 2.09676
H -7.09199 1.58112 1.88198
H -4.83300 3.50112 -1.17898
H -3.11530 1.78225 -1.02036
H -4.46470 -1.79524 1.33662
H -2.74441 -2.20140 1.47860
H -3.75704 -3.45638 -0.40850
H -4.31808 -1.92412 -1.13724

Properties
- Total charge: 0
- Max |F|: 1.321 eV/Å
- Orbital gap: 7.86 eV
- HOMO energy: -0.28050 Eh